[1]
Density functional theory data (the ωB97M-V functional and the def2-TZVPD basis) for C47H47AsNOP2Pt as an isolated structure.

Structure (XYZ):
```
100
Properties=species:S:1:pos:R:3
Pt 0.394 -0.588 0.473
C -2.398 -3.519 1.265
N -2.256 -2.090 1.018
P -1.749 -1.134 2.351
C -2.906 -1.591 3.672
C -4.213 -1.994 3.383
C -5.079 -2.239 4.430
C -4.654 -2.114 5.745
C -3.356 -1.713 6.029
C -2.478 -1.454 4.991
C -2.236 0.548 1.811
C -1.236 1.469 1.494
C -1.578 2.718 1.002
C -2.914 3.053 0.834
C -3.905 2.160 1.212
C -3.575 0.906 1.703
P -1.572 -1.500 -0.478
C -2.796 -0.382 -1.222
C -4.167 -0.630 -1.233
C -4.986 0.144 -2.039
C -4.452 1.171 -2.803
C -3.093 1.445 -2.758
C -2.264 0.661 -1.977
C -1.540 -2.913 -1.606
C -0.341 -3.210 -2.249
C -0.297 -4.242 -3.171
C -1.449 -4.957 -3.465
C -2.647 -4.650 -2.837
C -2.702 -3.624 -1.912
H -2.358 -3.713 2.338
H -1.607 -4.096 0.780
H -3.355 -3.878 0.883
H -4.543 -2.117 2.361
H -6.095 -2.532 4.215
H -5.332 -2.346 6.551
H -3.021 -1.621 7.051
H -1.454 -1.172 5.201
H -0.184 1.241 1.727
H -0.799 3.428 0.770
H -3.189 4.018 0.435
H -4.943 2.447 1.134
H -4.356 0.230 2.013
H -4.595 -1.422 -0.636
H -6.045 -0.063 -2.087
H -5.096 1.760 -3.439
H -2.682 2.254 -3.343
H -1.193 0.837 -1.956
H 0.540 -2.620 -2.023
H 0.630 -4.486 -3.665
H -1.412 -5.759 -4.183
H -3.541 -5.202 -3.080
H -3.642 -3.379 -1.444
O 1.521 0.429 -1.319
As 2.582 1.650 -1.670
C 2.525 2.950 -0.216
C 3.471 2.763 0.787
C 3.465 3.588 1.899
C 2.523 4.598 2.009
C 1.560 4.758 1.024
C 1.550 3.928 -0.089
C 4.414 1.015 -1.803
C 5.396 1.984 -1.987
C 6.728 1.611 -1.959
C 7.062 0.275 -1.793
C 6.076 -0.693 -1.654
C 4.739 -0.326 -1.674
C 2.131 2.251 -3.483
C 2.364 1.310 -4.475
C 2.065 1.633 -5.790
C 1.552 2.885 -6.089
C 1.325 3.815 -5.090
C 1.632 3.508 -3.769
H 4.235 1.997 0.680
H 4.209 3.449 2.669
H 2.550 5.269 2.854
H 0.821 5.542 1.111
H 0.795 4.059 -0.860
H 5.116 3.020 -2.146
H 7.498 2.359 -2.082
H 8.102 -0.019 -1.810
H 6.348 -1.731 -1.532
H 3.951 -1.067 -1.573
H 2.779 0.338 -4.225
H 2.256 0.917 -6.574
H 1.352 3.151 -7.117
H 0.931 4.792 -5.325
H 1.495 4.252 -2.995
C 2.243 -0.517 4.089
C 1.661 -1.600 3.191
C 2.171 -2.985 3.600
C 1.935 -1.356 1.721
H 2.012 -0.708 5.134
H 1.869 0.467 3.819
H 3.328 -0.517 4.005
H 0.556 -1.623 3.366
H 3.246 -3.048 3.436
H 1.692 -3.763 3.013
H 1.989 -3.174 4.655
H 2.117 -2.307 1.198
H 2.782 -0.674 1.573
```

Properties
Lowest unoccupied orbital energy (alpha / beta) in eV: -7.9226 / -11.6098
DFT total energy in a.u.: -4985.8857
<S²>: 6.02
Multiplicity: 5
Frontier orbital gap (alpha / beta) in eV: 7.82 / 4.13
Energy above the lowest of the compared OMol25 structures with the same formula, charge and spin in kcal/mol: 45.7
Total charge: +3
Highest occupied orbital energy (alpha / beta) in eV: -15.75 / -15.74

Mulliken population analysis, charges in e, atoms 1 to 5: Pt 2.98; C -1.40; N 0.90; P -0.28; C 1.08

=====

[2]
Density functional theory data (the ωB97M-V functional and the def2-TZVPD basis) for C47H47BIrN7O11S as an isolated structure.

Structure (XYZ):
```
115
Properties=species:S:1:pos:R:3
Ir -0.162 0.039 -0.172
O -2.998 2.634 1.532
C -2.560 1.713 0.859
O -1.298 1.525 0.680
C -3.571 0.782 0.214
C -4.887 1.152 0.347
C -5.922 0.388 -0.187
C -5.630 -0.752 -0.915
C -4.320 -1.122 -1.108
C -3.215 -0.425 -0.470
O -2.047 -0.940 -0.489
N -4.086 -2.242 -1.984
O -5.006 -3.039 -2.142
O -3.047 -2.312 -2.600
N -7.286 0.795 -0.027
O -7.518 1.838 0.563
O -8.166 0.082 -0.490
H -5.110 2.053 0.900
H -6.424 -1.331 -1.360
C 1.542 -4.152 4.879
C 1.098 -2.756 5.306
N 0.106 -2.195 4.400
C -1.295 -2.419 4.725
C -1.909 -1.264 5.513
C 0.510 -1.545 3.281
S -0.719 -0.797 2.321
N 1.817 -1.488 3.092
C 2.408 -1.096 1.961
O 1.875 -0.939 0.846
C 3.892 -0.946 2.045
C 4.570 -0.358 0.980
C 5.948 -0.234 1.010
C 6.665 -0.709 2.100
C 5.996 -1.297 3.164
C 4.616 -1.415 3.140
H 2.262 -4.558 5.591
H 2.008 -4.102 3.896
H 0.688 -4.830 4.827
H 1.959 -2.089 5.314
H 0.663 -2.781 6.307
H -1.359 -3.347 5.299
H -1.848 -2.553 3.796
H -1.356 -1.086 6.437
H -2.947 -1.490 5.760
H -1.888 -0.355 4.915
H 3.996 -0.010 0.132
H 6.469 0.223 0.178
H 7.745 -0.626 2.119
H 6.554 -1.673 4.013
H 4.082 -1.879 3.956
C 5.747 5.574 1.947
C 4.589 6.277 1.223
C 3.669 6.944 2.256
C 5.178 7.369 0.327
C 3.794 5.238 0.432
C 3.611 5.330 -0.946
C 2.903 4.375 -1.676
C 2.371 3.320 -0.977
O 1.629 2.259 -1.420
B 1.303 1.516 -0.279
O 1.877 2.103 0.840
C 2.528 3.221 0.403
C 3.234 4.155 1.121
H 6.360 6.303 2.482
H 6.379 5.047 1.230
H 5.378 4.847 2.671
H 4.223 7.689 2.832
H 3.260 6.212 2.952
H 2.835 7.442 1.758
H 5.766 8.062 0.931
H 4.390 7.941 -0.167
H 5.836 6.942 -0.431
H 4.019 6.169 -1.492
H 2.773 4.468 -2.747
H 3.338 4.047 2.192
N -1.091 1.125 -2.252
C -0.802 1.175 -3.368
N -0.440 1.199 -4.640
C 0.445 2.281 -5.073
C -0.393 3.495 -5.460
O -1.356 3.157 -6.446
C -2.231 2.127 -6.009
C -1.456 0.867 -5.641
H 1.003 1.926 -5.941
H 1.135 2.525 -4.266
H 0.233 4.271 -5.900
H -0.890 3.893 -4.566
H -2.913 1.932 -6.836
H -2.809 2.468 -5.139
H -0.943 0.474 -6.521
H -2.122 0.104 -5.239
N 0.638 -1.120 -1.441
C 1.135 -2.318 -1.691
C 0.296 -3.543 -1.653
C 0.289 -4.410 -2.748
C -0.488 -5.556 -2.726
C -1.258 -5.857 -1.610
C -1.259 -4.996 -0.524
C -0.501 -3.836 -0.548
C 2.532 -2.444 -2.071
C 3.228 -3.662 -1.962
C 4.556 -3.744 -2.338
C 5.225 -2.622 -2.822
C 4.557 -1.405 -2.902
C 3.231 -1.308 -2.525
H 0.882 -4.168 -3.621
H -0.499 -6.215 -3.586
H -1.863 -6.754 -1.595
H -1.876 -5.222 0.338
H -0.514 -3.149 0.288
H 2.725 -4.533 -1.566
H 5.076 -4.690 -2.252
H 6.262 -2.697 -3.127
H 5.080 -0.528 -3.267
H 2.700 -0.364 -2.573
```

Properties
Lowest unoccupied orbital energy (alpha / beta) in eV: 1.4794 / -0.2505
DFT total energy in a.u.: -3557.3474
<S²>: 8.79
Multiplicity: 6
Frontier orbital gap (alpha / beta) in eV: 3.74 / 5.56
Energy above the lowest of the compared OMol25 structures with the same formula, charge and spin in kcal/mol: 103.8
Total charge: -1
Highest occupied orbital energy (alpha / beta) in eV: -2.26 / -5.81

Mulliken population analysis, charges in e, atoms 1 to 5: Ir 1.62; O -0.78; C 0.05; O -0.56; C 0.96